(1)
# C59H47BrMgN3O4P2S

A structure of composition C59H47BrMgN3O4P2S (the ωB97M-V functional and the def2-TZVPD basis, the OMol25 dataset).

As for the LUMO energy: -2.09 eV. The calculation puts the total energy at -179503.334 eV. The HOMO-LUMO gap comes out at 0.29367 hartree.

Structure (ORCA input):
```
! wB97M-V def2-TZVPD RIJCOSX def2/J DEFGRID3
* xyz 1 1
Mg -0.62660 -0.08346 -0.28633
O 1.14759 -0.32252 2.61707
S 1.99486 0.40061 1.56540
C 3.54005 -0.45678 1.52259
C 4.05601 -0.74989 2.76491
C 5.34447 -1.28662 2.93997
C 6.11451 -1.46770 1.82624
C 7.53838 -1.95321 1.67967
C 7.81394 -1.92680 0.15169
C 6.52029 -1.44526 -0.46262
C 6.16063 -1.24566 -1.76142
C 4.82906 -0.86324 -2.02586
C 3.87450 -0.63195 -1.05802
P 2.12234 -0.48473 -1.63776
C 2.25603 0.83688 -2.88842
C 1.52801 0.81587 -4.07416
C 1.54515 1.90533 -4.93357
C 2.27950 3.03776 -4.61284
C 3.00215 3.07395 -3.42764
C 2.99365 1.98009 -2.57527
C 1.99979 -2.05075 -2.57906
C 2.26649 -2.20175 -3.93431
C 2.13198 -3.44315 -4.54615
C 1.73932 -4.54709 -3.80502
C 1.47668 -4.40723 -2.44654
C 1.59253 -3.16477 -1.84497
C 4.26488 -0.73180 0.31661
C 5.57726 -1.18999 0.55273
C 2.46373 1.94626 2.30132
C 3.77539 2.35049 2.23599
C 4.24193 3.52502 2.86453
C 3.35950 4.24063 3.61367
C 3.55585 5.47135 4.46849
C 2.15452 5.76904 5.06646
C 1.25774 4.69662 4.49403
C -0.07396 4.45976 4.65358
C -0.65131 3.41455 3.90581
C 0.04962 2.58241 3.05754
P -1.01227 1.51997 1.98182
C -1.96484 0.54038 3.18430
C -3.24015 0.05938 2.88122
C -3.89270 -0.79923 3.75328
C -3.27400 -1.19828 4.93086
C -2.00319 -0.73281 5.23520
C -1.35040 0.13102 4.36680
C -2.17072 2.80010 1.35786
C -1.72080 3.56168 0.27958
C -2.52534 4.54758 -0.27297
C -3.79584 4.77673 0.24111
C -4.24732 4.02987 1.32112
C -3.43654 3.05062 1.88050
C 1.46941 2.74052 2.96874
C 2.00606 3.84094 3.66258
H 3.44827 -0.53170 3.63491
H 5.70893 -1.50706 3.93500
H 8.22471 -1.30820 2.22905
H 7.64953 -2.95532 2.09466
H 8.63939 -1.26064 -0.10032
H 8.07898 -2.91370 -0.22809
H 6.84667 -1.41349 -2.58207
H 4.52860 -0.78273 -3.06395
H 0.94182 -0.05576 -4.34114
H 0.98062 1.86626 -5.85627
H 2.29384 3.88586 -5.28478
H 3.58110 3.95140 -3.16987
H 3.57423 2.01749 -1.66079
H 2.58608 -1.35357 -4.52863
H 2.33902 -3.54366 -5.60374
H 1.63372 -5.51236 -4.28289
H 1.17155 -5.26498 -1.86076
H 1.35486 -3.05510 -0.79144
H 4.49191 1.73304 1.71156
H 5.28600 3.79811 2.78264
H 4.29781 5.28749 5.24582
H 3.92676 6.30374 3.86988
H 2.16136 5.73305 6.15595
H 1.79824 6.76057 4.78637
H -0.69623 5.07090 5.29488
H -1.72433 3.28464 3.97946
H -3.73789 0.36236 1.96943
H -4.88689 -1.15342 3.51172
H -3.78328 -1.86772 5.61173
H -1.51505 -1.04053 6.15066
H -0.35433 0.47920 4.60405
H -0.74555 3.37369 -0.15345
H -2.16562 5.12543 -1.11423
H -4.42954 5.53770 -0.19589
H -5.23055 4.21290 1.73518
H -3.80118 2.48136 2.72639
O -0.82732 1.22718 -1.73129
N -1.41919 0.72666 -2.75829
N -1.43788 -0.54518 -2.77731
O -0.90410 -1.28805 -1.83499
C -2.12641 -1.20727 -3.86246
C -2.77171 -0.47089 -4.84495
C -3.41548 -1.15467 -5.86178
C -3.41027 -2.54486 -5.89458
C -2.75150 -3.25612 -4.90466
C -2.09963 -2.58925 -3.87470
H -2.76893 0.60863 -4.81070
H -3.92444 -0.59499 -6.63520
H -3.91839 -3.06820 -6.69326
H -2.73660 -4.33765 -4.92960
H -1.56250 -3.11975 -3.10213
O -0.55371 -1.57812 1.11046
H -0.99272 -2.37152 1.42682
H 0.06634 -1.26970 1.83192
Br -5.68908 -3.24167 -0.17389
C -4.97425 -1.51880 -0.40300
C -5.79053 -0.43584 -0.67646
C -5.19533 0.80177 -0.84970
C -3.81976 0.91340 -0.72818
N -3.03886 -0.13440 -0.44584
C -3.61011 -1.33178 -0.30110
H -6.86133 -0.56321 -0.76181
H -5.78890 1.67580 -1.07904
H -3.31998 1.86218 -0.87150
H -2.95347 -2.17204 -0.11571
*
```

These are the Löwdin partial charges, in e, on atoms 1 to 6: 0.502 -0.526 0.976 -0.336 -0.058 0.005

---

(2)
# C59H69NO5SZr

A structure of composition C59H69NO5SZr (the ωB97M-V functional and the def2-TZVPD basis, the OMol25 dataset).

As for the LUMO energy: -4.89 eV. The calculation puts the total energy at -86138.115 eV. The HOMO-LUMO gap comes out at 0.28591 hartree.

Structure (ORCA input):
```
! wB97M-V def2-TZVPD RIJCOSX def2/J DEFGRID3
* xyz 2 1
Zr 0.83037 -0.28535 1.27465
C 1.50394 -3.47708 2.18470
O 1.09666 -2.42528 1.27446
C 0.42578 -2.90301 0.09214
C -0.92288 -3.23172 0.15442
C -1.79591 -3.10056 1.39366
C -2.70968 -1.89539 1.26718
C -4.02764 -1.99482 0.83666
C -4.84631 -0.87564 0.71255
C -4.29886 0.36360 1.05124
C -2.98697 0.49853 1.47278
C -2.35777 1.85291 1.74681
C -1.64658 2.33311 0.49395
C -2.43334 2.79424 -0.56458
C -1.90258 3.14875 -1.79057
C -0.51653 3.03190 -1.94986
C 0.30981 2.59128 -0.93910
C 1.80383 2.57021 -1.16776
C 2.50282 1.29056 -1.62450
C 3.71549 1.45466 -2.27636
C 4.53162 0.38672 -2.64561
C 4.07799 -0.88348 -2.31572
C 2.87709 -1.09977 -1.64829
C 2.59537 -2.52314 -1.17508
C 1.14851 -2.94251 -1.09064
C 0.48615 -3.31897 -2.24700
C -0.86582 -3.65670 -2.24825
C -1.53178 -3.62373 -1.03077
C -1.62452 -4.03609 -3.51679
C -2.86723 -3.14263 -3.64611
C -0.76862 -3.85355 -4.77102
C -2.05580 -5.50550 -3.41707
C 2.08055 -0.00443 -1.31690
O 0.89354 -0.19136 -0.63329
C 5.86395 0.64231 -3.34641
C 6.79907 1.38153 -2.37848
C 6.54228 -0.65716 -3.78200
C 5.63497 1.51101 -4.59235
C -0.28501 2.25498 0.27793
O 0.59510 1.83117 1.34020
C 1.05390 2.90483 2.20181
C -2.75479 3.67928 -2.93872
C -4.24870 3.60958 -2.62314
C -2.48303 2.84812 -4.20167
C -2.37015 5.14504 -3.19444
C -2.20570 -0.64317 1.56117
O -0.90483 -0.53035 1.99512
C -6.29492 -0.95780 0.23591
C -7.22695 -0.48098 1.35898
C -6.69191 -2.38190 -0.15333
C -6.47203 -0.05346 -0.99310
H 0.74039 -4.24808 2.19381
H 1.61233 -3.03918 3.17171
H 2.44881 -3.89244 1.84081
H -1.19367 -2.99720 2.29476
H -2.39880 -4.00225 1.49922
H -4.41943 -2.97810 0.61051
H -4.91394 1.25543 0.99280
H -1.66922 1.78733 2.58939
H -3.13818 2.56717 2.00754
H -3.50182 2.85261 -0.40182
H -0.06062 3.29843 -2.89593
H 2.31663 2.91912 -0.26437
H 2.01523 3.32226 -1.92701
H 4.03459 2.46820 -2.49665
H 4.67320 -1.75218 -2.56922
H 3.08638 -2.66369 -0.20711
H 3.09923 -3.19985 -1.86465
H 1.05273 -3.32520 -3.16900
H -2.58065 -3.89488 -0.98606
H -2.58773 -2.08655 -3.65802
H -3.57273 -3.29897 -2.82778
H -3.38720 -3.36965 -4.57823
H -0.40231 -2.82834 -4.86502
H -1.37185 -4.07123 -5.65311
H 0.08511 -4.53493 -4.78373
H -2.70326 -5.67694 -2.55522
H -1.18813 -6.16186 -3.32821
H -2.60771 -5.79160 -4.31416
H 7.00687 0.76846 -1.49484
H 6.37213 2.33133 -2.04940
H 7.75420 1.59302 -2.86270
H 6.81036 -1.28687 -2.93002
H 7.46387 -0.42215 -4.31586
H 5.90793 -1.23528 -4.45742
H 5.23336 2.49356 -4.34049
H 4.94140 1.02518 -5.28130
H 6.58034 1.66488 -5.11525
H 1.12668 3.81277 1.61073
H 2.02845 2.61716 2.58616
H 0.34182 3.03873 3.01328
H -4.56999 2.58712 -2.40735
H -4.81293 3.95801 -3.48872
H -4.51802 4.25052 -1.78071
H -2.65770 1.78598 -4.01422
H -1.45925 2.96797 -4.55922
H -3.15116 3.16532 -5.00362
H -2.54793 5.75397 -2.30570
H -2.97155 5.55065 -4.01027
H -1.31874 5.24298 -3.47102
H -7.14667 -1.13262 2.23140
H -8.26331 -0.49742 1.01679
H -6.99406 0.53785 1.67331
H -6.62387 -3.06905 0.69267
H -6.07574 -2.76548 -0.97062
H -7.72864 -2.38564 -0.49216
H -6.29203 0.99672 -0.75343
H -7.49177 -0.13594 -1.37326
H -5.78514 -0.34481 -1.79175
N 4.49810 0.22069 0.99129
C 3.35243 0.11757 1.06213
H 5.44228 0.29864 0.65575
O 1.75492 -0.28357 3.18829
S 2.09116 -0.58661 4.66148
C 0.91394 0.35987 5.59599
C -0.31237 0.65671 5.02009
C -1.24343 1.35973 5.77239
C -0.94744 1.73560 7.07484
C 0.27648 1.39959 7.64333
C 1.22116 0.70436 6.90632
C 3.59319 0.26557 4.98915
C 3.65689 1.65635 4.98577
C 4.87183 2.26314 5.24323
C 5.99687 1.48462 5.51482
C 5.91711 0.10022 5.51735
C 4.70557 -0.52230 5.24772
H -0.54953 0.32562 4.01651
H -2.20801 1.59908 5.34358
H -1.67571 2.28472 7.65697
H 0.49787 1.67828 8.66469
H 2.17715 0.44781 7.34650
H 2.76861 2.25162 4.81169
H 4.94214 3.34270 5.25205
H 6.93985 1.96683 5.73607
H 6.79142 -0.49676 5.73886
H 4.62927 -1.60318 5.24545
*
```

These are the Löwdin partial charges, in e, on atoms 1 to 6: 1.850 0.020 -0.316 -0.199 -0.110 -0.049

---

(3)
# C59H70FGeN6O5Sr

A structure of composition C59H70FGeN6O5Sr (the ωB97M-V functional and the def2-TZVPD basis, the OMol25 dataset).

As for the LUMO energy: -3.75 eV. The calculation puts the total energy at -141562.236 eV. The HOMO-LUMO gap comes out at 0.17502 hartree.

Structure (ORCA input):
```
! wB97M-V def2-TZVPD RIJCOSX def2/J DEFGRID3
* xyz 1 1
Sr -0.45484 0.76921 -0.73758
C 3.48446 6.89391 0.89962
C 2.57236 6.20131 1.91592
C 1.46006 7.17851 2.32342
C 3.41656 5.84341 3.14752
C 1.93086 4.94291 1.36292
C 1.04496 4.18001 2.12482
C 0.45856 3.05581 1.57122
N 0.71816 2.62161 0.34742
C 1.55456 3.33451 -0.40598
C 2.15506 4.50091 0.06612
C 1.77196 2.88971 -1.79238
C 2.82206 3.40141 -2.54998
C 2.95166 3.08121 -3.89528
C 2.01856 2.17841 -4.40318
C 1.03056 1.67741 -3.57538
N 0.89176 2.02781 -2.30578
C 4.04956 3.66801 -4.76008
C 3.46276 4.16771 -6.08768
C 5.07976 2.56251 -5.03468
C 4.75416 4.85061 -4.08518
H 3.91446 7.78471 1.35112
H 2.92976 7.20331 0.01742
H 4.30416 6.24451 0.60112
H 1.89786 8.11761 2.65272
H 0.86566 6.77911 3.14032
H 0.80136 7.37961 1.48112
H 3.83986 6.75051 3.57342
H 4.23336 5.17821 2.87342
H 2.81896 5.35941 3.91512
H 0.78986 4.46331 3.13262
H -0.27044 2.48441 2.12872
H 2.77406 5.08311 -0.59098
H 3.54486 4.04871 -2.08848
H 2.05376 1.85851 -5.43048
H 0.30236 0.97491 -3.95548
H 3.02356 3.36041 -6.66618
H 4.25226 4.61661 -6.68658
H 2.69816 4.92081 -5.90688
H 4.62876 1.73981 -5.58378
H 5.48246 2.17471 -4.10118
H 5.90116 2.96311 -5.62408
H 4.03896 5.62381 -3.81038
H 5.46746 5.28601 -4.78098
H 5.30676 4.53991 -3.20148
C -1.60454 4.35391 -0.93788
C -3.11764 4.27211 -0.77328
C -3.78174 3.92741 -2.10558
C -3.53854 3.33421 0.33982
C -4.05684 3.93021 1.48162
C -4.61124 3.18251 2.50012
C -4.71124 1.81451 2.35372
C -4.19094 1.17211 1.24032
C -4.37554 -0.32729 1.12992
C -5.86004 -0.70549 1.08252
C -3.69824 -1.05729 2.29392
C -3.52464 1.92761 0.24852
N -2.82504 1.27471 -0.77928
C -3.51464 0.59031 -1.70728
C -4.91904 0.65841 -1.90438
C -5.54444 -0.09109 -2.87368
C -4.82324 -0.93569 -3.71108
C -3.44054 -0.99999 -3.58198
C -2.83104 -0.24159 -2.61568
F -1.44264 -0.27599 -2.49478
H -1.34704 5.12751 -1.65778
H -1.22174 3.40411 -1.30268
H -1.13324 4.59821 0.01192
H -3.47174 5.26871 -0.48298
H -3.37204 3.00781 -2.51408
H -3.60884 4.72831 -2.82098
H -4.85514 3.80611 -1.97898
H -4.04544 5.00801 1.56402
H -4.99554 3.66311 3.38462
H -5.22054 1.24031 3.11302
H -3.91914 -0.68519 0.20472
H -6.35524 -0.45569 2.01642
H -5.95094 -1.77779 0.92292
H -6.37324 -0.18709 0.27742
H -4.19894 -0.82879 3.23192
H -2.65464 -0.75949 2.37392
H -3.74534 -2.13429 2.13882
H -5.48584 1.32821 -1.27518
H -6.61634 -0.01619 -2.98248
H -5.32184 -1.51939 -4.46668
H -2.83744 -1.63469 -4.21188
C -0.77404 0.17981 4.43052
O -0.70254 0.28861 3.01732
C 0.26206 -0.28069 2.29442
O 0.18496 -0.19969 1.07622
N 1.28306 -0.89029 2.90612
N 2.41736 -1.31839 2.19362
H -1.69974 0.68571 4.69912
H 0.06056 0.69371 4.91202
H -0.82704 -0.86149 4.75522
H 1.40266 -0.90999 3.90962
H 2.44306 -0.83759 1.29482
H 2.34946 -2.31489 1.98542
O 0.79006 -3.60219 -2.33838
C 1.75026 -3.71529 -1.64078
O 2.20686 -2.75669 -0.76528
C 2.68766 -4.88649 -1.53888
C 2.01586 -6.15359 -1.00838
Ge 0.90706 -5.90989 0.65232
C -0.68654 -4.86719 0.09562
C -0.80004 -3.50509 0.33202
C -1.83224 -2.77209 -0.22448
C -2.79094 -3.40199 -0.99838
C -2.69144 -4.76159 -1.24068
C -1.64014 -5.48319 -0.70648
C 0.40276 -7.70509 1.32432
C -0.88774 -7.97599 1.76102
C -1.21444 -9.21929 2.27342
C -0.24794 -10.20699 2.35992
C 1.04496 -9.94659 1.93652
C 1.36516 -8.70309 1.42242
C 1.94536 -5.02399 2.10422
C 3.33376 -5.08459 2.12402
C 4.05706 -4.56529 3.18362
C 3.39846 -3.97979 4.25132
C 2.01446 -3.92809 4.25512
C 1.29506 -4.44669 3.19092
H 3.51216 -4.58909 -0.89218
H 3.07086 -5.07159 -2.54578
H 2.78736 -6.90929 -0.85118
H 1.33326 -6.54729 -1.76188
H -0.06494 -3.00779 0.95472
H -1.88534 -1.70219 -0.04778
H -3.61054 -2.83279 -1.41218
H -3.42484 -5.24809 -1.86668
H -1.54684 -6.53969 -0.92038
H -1.64384 -7.20349 1.69552
H -2.22344 -9.41729 2.60742
H -0.50324 -11.17779 2.75822
H 1.80156 -10.71529 2.01032
H 2.37896 -8.50789 1.09642
H 3.85766 -5.56079 1.30622
H 5.13466 -4.62949 3.18552
H 3.95776 -3.58339 5.08582
H 1.49396 -3.50149 5.10262
H 0.21176 -4.42629 3.20972
O 1.07196 -1.00799 -1.57338
N 1.83706 -1.40199 -0.71838
*
```

These are the Löwdin partial charges, in e, on atoms 1 to 6: 1.586 -0.056 -0.555 -0.032 -0.034 -0.135

---

The lowest HOMO-LUMO gap belongs to which entry? C59H70FGeN6O5Sr